[1]
ORCA calculation (ωB97M-V/def2-TZVPD) on the molecule C5H15N3 in a non-equilibrium geometry.

Structure (XYZ):
```
23
Properties=species:S:1:pos:R:3:forces:R:3
H 2.49257 -1.50162 -0.68025 0.1 -0.1 0.0
H 1.31286 -1.18430 -1.94348 0.0 0.0 0.0
C 1.43865 -1.29664 -0.86584 -0.1 0.1 0.2
H -2.60590 -1.05782 1.46459 -0.1 0.0 -0.1
C 1.17236 -0.17934 1.37219 0.0 0.0 -0.2
C 1.71016 1.23902 -0.65728 -2.2 0.7 -0.6
H 2.19177 -0.48883 1.59899 0.1 0.0 0.1
H -0.68115 -0.17084 -1.36045 -0.1 0.0 0.0
H 0.84351 -2.14133 -0.51723 0.0 -0.1 0.0
H 0.47670 -0.92907 1.74535 0.0 0.0 0.0
H -3.01311 0.62836 -0.97948 0.0 0.0 0.0
N -0.43234 0.36858 -0.53334 -0.2 -1.5 0.3
C -1.54433 0.32041 0.41134 0.3 -0.2 -0.1
H -2.20738 -1.55501 -0.04523 0.0 0.0 0.0
C 1.04310 -0.02032 -0.13650 -1.7 0.0 -0.4
N -2.71075 1.02955 -0.09614 0.0 0.0 0.0
H 0.50739 1.69358 -0.76659 4.0 0.8 0.5
N -1.86929 -1.04848 0.76806 0.0 -0.1 0.2
H 2.05863 1.14144 -1.68695 0.1 -0.2 0.0
H -2.49372 2.00555 -0.26398 0.1 0.0 0.0
H -1.22635 0.83824 1.31869 0.0 0.0 0.0
H 2.54712 1.54568 -0.03291 -0.3 0.6 0.1
H 0.98949 0.76317 1.88642 0.0 0.1 0.0
```
Positions in Å, forces in eV/Å.

Its total charge is 0. The calculation puts the HOMO-LUMO gap at 9.522 eV. The SMILES is CC(C)(C)NC(N)N. For the HOMO energy, the calculation gives -8.59 eV. The lowest unoccupied orbital energy comes out at 0.9 eV.

[2]
ORCA calculation (ωB97M-V/def2-TZVPD) on a cluster of 2 separate species, C5H15N3 in total in a non-equilibrium geometry.

Structure (XYZ):
```
23
Properties=species:S:1:pos:R:3:forces:R:3
H 2.22187 -1.17123 1.70751 -0.2 -0.3 -0.2
H 1.83209 0.65197 0.13964 0.6 -1.2 0.3
H 0.00206 -0.18596 1.34419 0.3 0.4 -0.2
C 2.41208 -1.46824 0.64933 0.2 -1.9 1.3
H 0.28478 -4.29576 -0.67645 -0.3 -1.2 1.0
H 3.37345 -1.09618 0.37162 1.0 0.2 -0.4
H -2.03726 3.57181 0.08931 -0.3 0.5 0.5
N 2.47172 -2.90544 0.49629 2.3 4.6 -3.1
N -0.83925 0.50953 -0.45376 2.8 -1.8 0.1
H -0.28224 -1.39178 0.19118 -0.5 -0.7 -0.6
C 1.54149 -0.41255 -0.10304 0.1 3.1 -2.9
H -2.59269 0.86169 -0.12752 -2.5 1.5 -0.2
H -0.68580 1.92232 1.13391 0.0 -0.3 -1.6
H -2.05474 2.88715 -1.49413 0.8 0.5 -0.9
H 1.80633 -3.27290 1.04558 -3.1 -1.9 2.9
C -2.05165 2.64540 -0.45309 1.0 -0.6 -1.0
H 1.69346 -0.36026 -1.22850 -0.2 -0.8 1.1
H 0.18343 2.50080 -0.43786 -2.0 -1.9 0.9
H -3.79920 1.55541 -1.01644 0.4 0.7 -0.2
C 0.06926 -0.37658 0.24826 -2.7 -0.4 1.4
H 0.40876 -3.78274 -1.14137 0.3 1.1 -1.1
N -3.17241 1.79183 -0.25384 0.5 -3.6 2.0
C -0.78555 1.82171 -0.03082 1.6 3.8 0.9
```
Positions in Å, forces in eV/Å.

Its total charge is 0. The calculation puts the HOMO-LUMO gap at 3.843 eV. For the HOMO energy, the calculation gives -7.45 eV. The lowest unoccupied orbital energy comes out at -3.6 eV.

[3]
ORCA calculation (ωB97M-V/def2-TZVPD) on a structure of composition C5H15N3 in a non-equilibrium geometry.

Structure (XYZ):
```
23
Properties=species:S:1:pos:R:3:forces:R:3
C 1.81878 -0.01371 0.42107 -4.4 -0.3 2.3
C 0.65744 0.22816 -0.43016 0.0 -0.7 -2.0
H -2.96660 0.92474 1.06707 0.1 -0.2 0.1
N -1.71938 0.49826 -0.58245 -0.2 -0.3 -0.2
C -0.73684 0.12133 0.35244 1.1 0.0 0.3
H 2.69378 -1.93142 0.03615 -0.1 0.0 0.0
H -3.53437 -1.46507 0.06271 0.1 0.0 0.2
H 0.53134 -0.46836 -1.26257 0.3 -0.2 0.1
N -3.84613 -0.54369 -0.17430 0.3 -0.5 0.1
H 4.42981 1.30213 -0.09576 -1.0 0.1 0.3
H -4.73405 -0.49992 -0.62808 0.0 0.2 -0.3
C 2.30819 -1.33796 0.86884 1.0 0.2 -0.6
H 1.76220 0.77428 1.17659 1.2 0.1 0.0
H 1.51088 -1.95675 1.29744 -0.3 0.4 0.1
H 2.96220 0.25441 -0.29013 2.4 1.0 -1.5
H -0.68317 0.76443 1.24165 -0.3 0.0 0.0
N 3.94788 0.53205 -0.55058 1.4 -0.6 0.2
H 3.10856 -1.18563 1.58734 -0.1 -0.3 0.1
H 0.61355 1.20344 -0.91664 0.3 0.3 0.5
H -0.81704 -0.92193 0.68848 -0.3 0.1 0.0
C -3.04041 0.61149 0.01556 -0.8 0.5 0.2
H 4.23620 0.48004 -1.52580 -1.1 0.0 0.0
H -3.57646 1.40913 -0.50300 0.3 0.1 0.0
```
Positions in Å, forces in eV/Å.

Its total charge is +1. The expectation value of S² is 0.755. The calculation puts the HOMO-LUMO gap (alpha / beta) at 5.188 / 5.122 eV. For the HOMO energy (alpha / beta), the calculation gives -12.17 / -12.10 eV. Its spin multiplicity is 2. The lowest unoccupied orbital energy (alpha / beta) comes out at -7.0 / -7.0 eV.

[4]
ORCA calculation (ωB97M-V/def2-TZVPD) on the ion C5H15N3 with charge +2 in a non-equilibrium geometry.

Structure (XYZ):
```
23
Properties=species:S:1:pos:R:3:forces:R:3
H 3.30094 -1.28668 1.28186 -0.1 0.3 -0.3
H 1.93253 -1.59146 -1.26774 -0.1 -0.1 -0.3
H 1.75247 -1.51334 2.08657 0.3 -0.1 0.2
N -1.46617 1.59571 0.97947 1.0 -2.1 0.2
C 1.46027 -0.37202 0.38641 -1.8 -0.6 -0.8
H -2.27341 1.21423 1.49608 -0.3 1.0 -0.3
H -1.59004 2.45855 0.45605 -0.3 0.3 0.5
H 2.09384 -2.41300 0.65655 -0.1 -0.1 -0.1
H -0.72676 1.67072 1.68553 -0.2 0.7 -0.1
H -0.51637 -1.49991 0.43947 0.6 -0.4 -0.3
H 2.40998 -0.00511 -1.49398 -0.2 -0.2 -0.3
H 1.65521 0.67709 0.63310 0.7 -0.3 -0.4
H -3.00618 1.00900 -2.53438 0.1 -0.1 -0.1
H 0.78055 -0.40238 -1.62582 0.2 0.0 -0.4
H -2.87389 2.02816 -1.17948 -0.2 0.0 -0.1
N 1.65822 -0.61695 -1.15705 0.3 1.1 1.6
C -0.09263 -0.52899 0.69185 0.7 -0.5 0.0
N -2.56213 1.19764 -1.65195 0.2 0.2 0.4
H -1.37963 -0.46146 -1.74045 -0.1 -0.3 -0.2
H -0.13907 -0.56517 1.78848 -0.2 0.4 -0.1
C -1.01021 0.46056 0.07615 -0.6 1.1 -0.3
C -1.64049 0.37771 -1.11859 0.0 0.0 0.2
C 2.23297 -1.43287 1.11186 0.1 -0.2 0.9
```
Positions in Å, forces in eV/Å.

Its total charge is +2. The calculation puts the HOMO-LUMO gap at 9.893 eV. The SMILES is C[C@@H]([NH3+])C/C([NH3+])=C/N. For the HOMO energy, the calculation gives -16.71 eV. The lowest unoccupied orbital energy comes out at -6.8 eV.

[5]
ORCA calculation (ωB97M-V/def2-TZVPD) on the ion C5H15N3 with charge +2 in a non-equilibrium geometry.

Structure (XYZ):
```
23
Properties=species:S:1:pos:R:3:forces:R:3
H 2.66492 0.65512 -0.73964 -0.2 -0.6 1.0
C 1.09373 0.57399 0.78845 -2.1 -0.3 -0.6
H 2.18928 -0.97755 -0.04498 0.5 0.8 0.0
C 2.39960 0.09158 0.20458 0.0 0.1 -1.8
H 0.41506 1.15386 -1.18108 -0.2 0.8 -0.4
C -0.91289 -0.35712 -0.59083 -0.4 -0.4 1.2
N -2.99344 -1.54176 -0.26661 0.2 -0.6 0.6
C -2.03150 -0.65853 0.11082 -1.4 0.2 -2.4
H 1.92350 1.71134 2.32628 0.2 0.3 -0.8
H 3.27980 0.08979 0.84996 -0.3 0.1 0.2
H 0.75361 -0.24134 1.44175 -0.2 0.6 0.2
N 1.17754 1.81736 1.60998 0.6 -0.1 2.3
H -2.86580 -2.33609 -0.87574 0.3 0.1 0.0
H -1.20596 -1.39144 -2.40016 -0.5 0.4 -0.1
N -0.47874 -1.22916 -1.69638 0.1 -0.7 -0.8
C -0.12745 0.86389 -0.29320 2.1 -1.2 1.4
H -0.18103 -2.21196 -1.50573 0.2 0.8 0.5
H 1.30928 2.67375 1.07788 0.3 0.2 -0.1
H 0.38991 1.97892 2.26668 -0.2 -0.2 -0.9
H 0.26783 -0.76796 -2.23025 0.1 -0.2 0.2
H -0.79483 1.64089 0.11863 0.4 -0.2 -0.5
H -2.44153 0.11221 0.74300 0.4 -0.1 0.7
H -3.83088 -1.64978 0.28658 0.1 0.2 0.1
```
Positions in Å, forces in eV/Å.

Its total charge is +2. The calculation puts the HOMO-LUMO gap at 9.586 eV. The SMILES is C[C@@H]([NH3+])C/C([NH3+])=C/N. For the HOMO energy, the calculation gives -16.21 eV. The lowest unoccupied orbital energy comes out at -6.6 eV.

[6]
ORCA calculation (ωB97M-V/def2-TZVPD) on the molecule C5H15N3O in a non-equilibrium geometry.

Structure (XYZ):
```
24
Properties=species:S:1:pos:R:3:forces:R:3
H -0.46726 3.18475 0.22498 -0.1 0.2 0.0
N 1.25283 -1.04854 -0.02823 0.4 -0.6 0.3
N 0.06805 0.66370 0.96589 0.1 0.6 -2.3
H 0.53841 0.70789 -1.22790 0.0 -0.2 0.7
H 1.22180 2.80698 -0.13429 0.1 0.0 0.1
C 0.30221 -0.74811 1.03338 0.5 -0.2 -0.3
H 0.00728 -1.94026 -1.42800 0.0 -0.1 -0.1
H -0.71782 0.91406 1.55854 -0.1 0.2 -0.2
H 2.17009 -1.16284 0.38799 -0.2 0.0 0.0
H -1.81052 -0.12286 -0.88834 -0.1 0.0 -0.1
H 0.97181 -3.11586 -0.50172 -0.1 -0.1 -0.2
C -1.57795 0.93695 -0.96696 0.3 -0.1 0.0
C -0.14269 1.18920 -0.52524 -0.5 0.3 2.2
H -0.69412 -2.51133 1.12527 0.0 0.0 0.0
H -1.71025 1.24904 -2.00295 -0.1 0.1 0.0
C 0.97460 -2.12004 -0.96435 0.0 0.1 0.1
C 0.19587 2.67085 -0.46708 0.0 -0.3 -0.2
H 1.74025 -2.09516 -1.74048 0.0 -0.1 0.0
H 0.09756 3.10916 -1.46018 -0.1 0.1 0.0
H -2.27037 1.49010 -0.33395 -0.1 0.1 0.0
H 1.41684 -0.25524 2.54814 0.0 0.1 -0.1
H -1.57033 -1.22710 1.61319 0.1 0.0 0.0
O 0.90769 -1.03427 2.29624 -0.2 0.0 0.2
N -0.90395 -1.54106 0.91606 0.2 0.0 0.0
```
Positions in Å, forces in eV/Å.

Its total charge is 0. The calculation puts the HOMO-LUMO gap at 9.670 eV. The SMILES is CN[C@@](N)(O)NC(C)C. For the HOMO energy, the calculation gives -8.75 eV. The lowest unoccupied orbital energy comes out at 0.9 eV.

Summary of ΔE to the lowest compared entry with this formula, charge and spin in kcal per mole
46.3 223.7 98.6 42.9 46.9 19.3
(order as listed above)